{
  "formula": "C27H32N4O5",
  "method": "the ωB97M-V functional and the def2-TZVPD basis",
  "max_force_ev_per_a": 1.3,
  "gap_ev": 9.181,
  "homo_ev": -8.55,
  "e_above_lowest_kcal_mol": 67.3,
  "total_charge": 0,
  "energy_ev": -44716.9619,
  "smiles": "Cc1cc(C)cc(N(C(=O)CCC(=O)Nc2cc(C)on2)[C@@H](C(=O)NC2CCCC2)c2ccco2)c1",
  "elements": ["H", "C", "H", "H", "C", "H", "O", "H", "H", "H", "C", "H", "C", "H", "H", "H", "H", "C", "N", "C", "H", "N", "O", "H", "C", "O", "C", "C", "C", "H", "H", "C", "C", "H", "C", "H", "C", "H", "C", "C", "N", "H", "C", "C", "H", "H", "O", "N", "C", "H", "C", "C", "H", "C", "H", "H", "C", "C", "C", "H", "H", "C", "H", "H", "H", "O", "C", "H"],
  "positions_angstrom": [[-0.48273, 0.53881, 1.81356], [-4.54801, -3.88651, -0.27231], [2.19434, 3.65602, 1.23239], [-0.06979, 4.40413, -0.20774], [4.85181, -2.02019, 0.65627], [-4.10759, -1.04747, 4.11098], [6.19737, -0.26602, 0.71493], [3.84657, 2.81359, -0.22843], [-5.90357, -1.98986, -1.64552], [0.14567, 2.64521, -2.19962], [2.06677, 4.02477, 0.21568], [1.01123, 4.18060, -2.38094], [6.82873, -1.95054, 2.34791], [-4.03587, 2.08900, 1.16989], [-3.01036, 1.13522, -1.36535], [-5.63196, -3.96701, -0.25467], [-2.24325, -2.64896, 0.44640], [5.94195, -1.46807, 1.26176], [0.19834, 2.46443, 0.40482], [2.40100, -1.94994, -1.20794], [-4.17033, -4.56737, -1.03584], [3.43884, -1.06004, -1.20604], [-2.65186, -0.35197, 2.82230], [-0.86014, -1.45909, -2.21801], [0.68463, 3.62202, -0.31983], [-2.01092, 2.90025, 0.18075], [-1.31773, 0.76646, 1.13811], [-0.04990, -0.62308, -0.40236], [-5.45620, 0.56922, -2.39660], [4.36966, -2.95420, 0.84187], [-5.65429, 0.89340, 2.98706], [2.29255, 2.56205, -1.73225], [-4.63657, 0.64525, 2.76716], [6.79753, -1.26168, 3.19061], [-0.04480, -1.64934, -1.51897], [0.86587, 1.71201, 0.54294], [3.10159, 3.41256, -0.74901], [-6.50152, 0.34195, -2.20204], [-3.32092, 0.12042, -1.17029], [-2.49160, -0.72243, -0.44592], [-1.25277, -0.22708, 0.04918], [-0.18964, -2.63578, -1.07272], [0.94130, 3.26690, -1.79001], [-2.59723, 0.62737, 1.88834], [2.15799, 1.55811, -1.32774], [7.85770, -2.00281, 1.99584], [0.99398, -0.16692, 0.04933], [5.28023, -0.00527, -0.25345], [4.47295, -1.04098, -0.29930], [3.37343, -0.21627, -1.75786], [-4.55776, -0.33218, -1.60739], [-4.12020, -2.48443, -0.58121], [1.32955, -2.39950, -2.99567], [-4.93933, -1.63404, -1.31101], [2.77251, 2.48830, -2.70744], [-4.15297, -4.20777, 0.68841], [-3.79735, 1.26900, 1.81294], [-1.10341, 2.17092, 0.52507], [-2.88842, -2.01645, -0.14499], [-5.26607, 1.61055, -2.15051], [2.15717, 5.10968, 0.24271], [1.31245, -1.62691, -2.22455], [-5.27542, 0.43471, -3.46363], [3.62482, 4.20322, -1.28709], [1.48202, -0.65595, -2.69027], [2.36324, -2.93805, -0.51420], [-3.88802, -0.33109, 3.34435], [6.50680, -2.93447, 2.67384]],
  "forces_ev_per_angstrom": [[-0.2, 0.1, -0.1], [0.0, 0.0, -0.1], [0.0, 0.1, 0.1], [0.1, -0.1, 0.0], [0.4, 0.3, 0.2], [0.1, -0.1, 0.1], [0.4, -0.4, 0.6], [0.1, 0.0, 0.0], [-0.1, 0.0, 0.0], [-0.1, 0.0, 0.0], [0.0, 0.1, 0.0], [0.0, 0.1, -0.1], [0.0, 0.3, -0.1], [0.0, 0.1, -0.2], [0.1, 0.2, 0.0], [-0.1, -0.1, 0.0], [0.1, -0.1, 0.1], [-0.6, -0.3, -0.4], [0.5, 0.1, 0.0], [0.0, 0.3, -0.6], [0.0, -0.1, 0.0], [0.3, 0.3, -0.3], [0.5, -0.2, 0.0], [0.0, -0.1, 0.1], [-0.3, 0.3, -0.1], [-0.3, 0.2, -0.2], [0.0, 0.0, 0.3], [-0.2, -0.2, -0.3], [0.0, 0.0, -0.1], [0.0, -0.2, 0.1], [-0.2, 0.0, 0.1], [0.0, 0.1, -0.1], [0.2, -0.4, 0.3], [0.0, 0.0, 0.1], [0.4, 0.0, -0.1], [-0.3, 0.0, 0.1], [0.1, -0.1, 0.0], [-0.1, 0.0, 0.0], [0.0, -0.2, -0.1], [-0.3, -0.3, -0.3], [-0.2, 0.2, 0.2], [-0.1, 0.0, -0.1], [-0.1, -0.1, 0.1], [-0.3, 0.9, -0.3], [0.0, -0.1, 0.0], [0.1, -0.1, 0.0], [0.2, -0.1, 0.2], [-0.9, 0.2, -0.9], [0.8, 0.0, 0.7], [-0.2, -0.1, 0.0], [0.1, 0.0, 0.0], [0.0, 0.0, 0.0], [0.1, 0.0, 0.0], [0.1, 0.0, 0.1], [0.0, -0.1, 0.0], [0.0, -0.1, 0.1], [0.6, -0.1, 0.1], [0.2, -0.4, 0.4], [0.0, 0.2, 0.0], [0.0, 0.1, 0.0], [0.0, 0.0, 0.1], [-0.2, -0.1, 0.4], [0.0, 0.1, -0.1], [0.1, 0.0, 0.0], [0.0, 0.0, 0.0], [-0.1, -0.2, 0.2], [-0.8, 0.2, 0.0], [0.0, 0.0, 0.0]],
  "nbo_charge": [0.251, -0.627, 0.216, 0.230, -0.376, 0.202, -0.277, 0.227, 0.206, 0.212, -0.417, 0.206, -0.659, 0.255, 0.229, 0.217, 0.213, 0.339, -0.624, 0.720, 0.222, -0.609, -0.403, 0.238, -0.057, -0.642, -0.173, 0.715, -0.628, 0.261, 0.228, -0.410, -0.316, 0.234, -0.492, 0.433, -0.418, 0.217, -0.192, 0.132, -0.444, 0.253, -0.410, 0.253, 0.198, 0.234, -0.677, -0.193, 0.313, 0.415, -0.006, -0.010, 0.239, -0.211, 0.211, 0.219, -0.268, 0.693, -0.194, 0.222, 0.216, -0.475, 0.222, 0.202, 0.207, -0.617, 0.091, 0.233]
}



{
  "formula": "C27H32NO2S",
  "method": "the ωB97M-V functional and the def2-TZVPD basis",
  "max_force_ev_per_a": 1.5,
  "gap_ev": 4.774,
  "homo_ev": -9.64,
  "total_charge": 1,
  "energy_ev": -44929.5567,
  "elements": ["C", "C", "C", "H", "H", "C", "H", "H", "C", "H", "H", "C", "H", "C", "H", "C", "H", "C", "H", "S", "C", "H", "H", "C", "H", "C", "H", "C", "H", "C", "C", "H", "O", "H", "C", "H", "C", "H", "H", "H", "H", "H", "C", "O", "H", "H", "H", "H", "C", "N", "H", "C", "C", "C", "H", "C", "H", "C", "C", "C", "H", "C", "H"],
  "positions_angstrom": [[-0.49747, 2.11171, 1.86036], [4.20354, 0.67733, 3.52510], [-5.51288, 1.05712, 2.49123], [-1.30695, 0.89764, 3.46034], [-7.13186, 2.25045, -0.95836], [-5.30032, -0.53453, -0.19635], [-5.81677, -1.09949, 2.23315], [3.71468, -0.18995, 3.06559], [-5.54915, -1.28787, -1.33425], [-3.70568, 0.69518, 6.93193], [-1.11928, 3.88140, -0.07072], [-2.79165, 2.93659, -2.52225], [4.38110, 2.23498, 5.56348], [-5.72880, 1.52259, 1.17270], [-4.65501, -0.93474, 0.58541], [-6.85749, 0.57755, -2.25089], [-2.65258, 1.85196, -2.47369], [-6.10591, -2.68593, -3.80262], [-6.40887, -2.89013, -4.83574], [-3.31615, 3.47589, -0.84875], [-5.35939, 2.04621, 3.51318], [-1.86419, 3.44007, -2.82283], [0.83321, 0.64931, 4.66979], [-0.41305, 1.37440, 3.06155], [-5.52151, 3.09171, 3.23699], [3.77278, 2.69717, 4.77655], [-4.17693, -1.01169, 6.67863], [-1.81179, 2.16606, 1.11174], [2.97142, 3.29001, 5.23362], [0.79531, 1.22727, 3.74509], [-3.21359, 5.29463, -1.08663], [-7.42033, 0.98376, -3.08986], [-6.54409, -1.32205, -3.59318], [4.91172, 1.11672, 2.80397], [-5.49466, -0.30916, 2.91730], [-4.03862, 5.59028, -1.74163], [1.99864, 1.81234, 3.26220], [-5.15739, -2.30652, -1.42753], [-2.24477, 5.58102, -1.51711], [-5.87184, 2.60082, 1.07986], [-3.61145, 3.16567, -3.21153], [0.68242, 3.23256, 0.44022], [-5.10542, -0.63668, 4.21059], [-2.69994, 1.31578, 1.33833], [-6.60932, -3.38070, -3.10997], [-5.34958, 0.17425, 7.28505], [-4.97207, -1.68027, 4.50710], [4.77519, 0.35424, 4.40371], [-4.89022, 0.35703, 5.18005], [3.21268, 1.64059, 3.95942], [-4.95203, 2.46984, 5.58017], [1.91584, 2.55686, 2.06617], [-6.31809, -0.72331, -2.39013], [-1.94047, 3.19345, 0.12541], [2.82276, 3.03306, 1.67732], [0.70043, 2.68421, 1.37641], [4.42783, 3.36381, 4.19266], [-4.50902, 0.02783, 6.59101], [-5.88913, 0.75325, -0.00667], [-5.06010, 1.70038, 4.81370], [-3.36023, 5.75499, -0.10381], [-6.65839, 1.27874, -1.09592], [-5.01224, -2.76986, -3.70216]],
  "forces_ev_per_angstrom": [[0.9, -0.3, 0.4], [-0.3, 0.1, -0.3], [-0.1, 0.0, 0.7], [0.1, 0.1, -0.2], [0.2, -0.1, -0.2], [-0.5, -0.1, 0.1], [0.3, 0.3, 0.3], [0.2, 0.2, 0.1], [-0.2, 0.1, -0.3], [-0.2, -0.2, -0.1], [-0.3, -0.2, 0.0], [-0.6, 0.2, 0.0], [-0.1, 0.2, 0.0], [-0.3, -0.7, 0.3], [0.0, 0.2, -0.4], [0.0, -0.3, -0.3], [0.0, 0.3, 0.1], [-0.1, 0.2, -0.1], [0.2, -0.1, 0.4], [1.4, 0.1, 0.1], [0.0, -0.1, -0.3], [-0.3, -0.1, 0.2], [0.0, 0.2, -0.2], [0.2, 0.2, -0.3], [0.3, -0.3, 0.1], [-0.3, 0.1, -0.3], [0.0, 0.2, 0.0], [-0.6, 0.1, -0.8], [0.2, -0.1, -0.1], [0.5, 0.4, -0.4], [-0.4, -0.4, 0.0], [0.0, -0.1, 0.3], [0.3, 0.2, 1.4], [0.0, -0.2, 0.0], [0.3, 0.1, 0.0], [0.2, 0.0, 0.0], [-1.1, 0.2, -0.6], [0.0, 0.6, 0.0], [-0.3, -0.2, 0.2], [-0.1, -0.2, 0.0], [0.2, 0.0, -0.1], [0.1, -0.1, 0.1], [-0.2, 0.0, -0.2], [0.1, 0.3, 0.2], [0.2, 0.3, -0.2], [0.1, 0.0, -0.3], [-0.3, 0.3, -0.2], [-0.1, -0.1, -0.2], [0.1, 0.2, -0.3], [0.1, -0.5, 0.9], [0.0, -0.2, -0.3], [-0.3, -0.2, 0.2], [0.3, -0.4, -0.5], [0.4, 0.3, 0.5], [-0.4, -0.2, 0.1], [-0.3, -0.1, 0.4], [0.0, 0.1, 0.1], [0.1, -0.2, 0.1], [0.2, -0.4, -0.7], [-0.1, 0.2, -0.1], [0.1, -0.2, -0.2], [0.3, 0.2, 0.6], [-0.4, 0.1, 0.0]],
  "nbo_charge": [-0.058, -0.392, -0.075, 0.223, 0.224, -0.104, 0.225, 0.207, -0.268, 0.242, 0.220, -0.761, 0.198, 0.136, 0.244, -0.280, 0.252, -0.266, 0.223, 0.872, -0.085, 0.241, 0.220, -0.206, 0.219, -0.392, 0.232, 0.486, 0.206, -0.208, -0.741, 0.249, -0.464, 0.168, -0.102, 0.236, 0.178, 0.234, 0.242, 0.216, 0.227, 0.204, -0.238, -0.713, 0.195, 0.249, 0.233, 0.197, 0.118, -0.498, 0.233, -0.235, 0.395, -0.797, 0.220, -0.196, 0.167, -0.655, -0.206, -0.244, 0.254, -0.095, 0.192]
}



{
  "formula": "C27H33AuClN3O5S",
  "method": "the ωB97M-V functional and the def2-TZVPD basis",
  "max_force_ev_per_a": 0.6,
  "gap_ev": [8.882, 6.492],
  "spin_multiplicity": 3,
  "s_squared": 2.0602,
  "homo_ev": [-8.62, -8.62],
  "e_above_lowest_kcal_mol": 13.2,
  "total_charge": 0,
  "energy_ev": -70290.5375,
  "elements": ["C", "H", "H", "C", "C", "H", "O", "H", "C", "Cl", "C", "Au", "H", "H", "H", "C", "C", "C", "H", "O", "C", "C", "C", "H", "C", "C", "H", "C", "H", "H", "H", "H", "H", "C", "H", "H", "C", "O", "C", "O", "C", "H", "C", "C", "H", "H", "C", "H", "C", "H", "H", "H", "N", "H", "C", "H", "N", "H", "H", "H", "H", "H", "H", "C", "C", "C", "S", "H", "O", "N", "C"],
  "positions_angstrom": [[-0.14290, 2.90065, 1.05345], [-1.94230, 2.38992, 2.13782], [-2.14144, -2.89758, 5.20211], [0.92590, 0.42796, -3.38880], [3.91609, -2.17140, 0.20857], [-2.76186, -2.36379, -0.93821], [0.17505, -1.92865, 2.65620], [-3.35699, -1.58690, -3.22316], [-4.64824, -0.02118, -2.51900], [-6.04720, -1.55453, 2.34431], [-3.50964, -2.02337, 3.42463], [0.11462, -0.73020, 0.95260], [1.00650, 4.86676, -0.30531], [4.77212, -2.45173, 0.82504], [-1.47033, 1.14505, 0.98509], [-1.51706, 2.22494, 1.14504], [4.63251, 0.45284, -0.14692], [-4.84334, 0.18477, -0.12753], [-5.85126, 1.45270, -1.52442], [-0.75938, -2.75765, 4.48510], [0.98287, 1.64682, -2.48930], [-3.98537, -0.89307, 0.01642], [6.08780, 0.05456, 0.05193], [-0.60353, -0.78379, -2.39470], [0.82322, 2.44854, 2.15692], [-5.17951, 0.61313, -1.40448], [3.05606, -0.03028, -3.22300], [1.02135, 3.95381, -0.88900], [0.37001, 2.60123, 3.13789], [1.75465, 3.01620, 2.11762], [-4.91296, 0.31759, -3.51293], [1.08719, 1.39197, 2.07850], [1.05235, 0.81775, -4.40015], [-3.96442, -2.40517, 4.80128], [3.08717, -4.16552, 0.14524], [-0.31359, 3.96747, 1.21022], [-4.35250, -1.63255, 2.40723], [-3.05261, -2.90805, 5.61453], [-3.43977, -1.53162, -1.08597], [3.93003, -0.44602, 2.24315], [-0.41096, -0.31766, -3.36261], [4.23106, -2.08310, -0.83403], [0.54543, 1.60825, -1.11174], [0.47957, 2.81627, -0.32834], [2.05681, -1.39046, -3.75241], [-5.23728, 0.68676, 0.74536], [-0.84309, -2.22895, 3.38038], [2.03177, -0.88913, -2.05669], [2.09182, -0.52468, -3.08787], [6.33127, -0.88123, -0.45074], [-1.24764, 0.35089, -3.58025], [6.30066, -0.05646, 1.11614], [-3.59443, -1.32957, 1.32469], [1.87293, 2.85533, -3.99084], [-2.22139, -1.93075, 2.83399], [-0.39904, -1.10573, -4.11849], [0.28846, 0.42165, -0.61635], [-2.20714, 2.63764, 0.40468], [6.74742, 0.82690, -0.34590], [1.92926, -2.90761, -0.29120], [1.99860, 4.88189, -2.56622], [4.30105, 0.41756, -1.18877], [2.37985, -3.14655, 1.40247], [2.75818, -3.15182, 0.37678], [1.51055, 2.82332, -2.96874], [-3.77564, -1.08928, -2.35663], [3.46886, -0.52911, 0.81818], [4.45180, 1.46076, 0.23448], [-5.11098, -2.24599, 5.13615], [-2.29253, -1.54090, 1.58052], [1.56543, 3.97015, -2.17401]],
  "forces_ev_per_angstrom": [[0.0, -0.2, -0.1], [0.0, 0.0, 0.0], [0.1, -0.1, 0.0], [0.1, -0.1, 0.2], [0.0, -0.1, 0.1], [0.0, 0.0, 0.0], [-0.3, 0.1, -0.1], [0.0, 0.0, 0.0], [0.0, 0.0, 0.0], [0.0, 0.0, 0.0], [0.1, 0.0, 0.2], [0.2, -0.5, 0.0], [0.0, 0.0, 0.0], [0.0, 0.0, -0.1], [0.0, 0.1, 0.1], [0.0, 0.1, 0.0], [0.2, 0.1, 0.0], [0.0, 0.1, -0.1], [0.0, 0.0, 0.0], [0.1, -0.1, 0.0], [0.0, 0.1, 0.0], [0.1, 0.0, 0.3], [0.0, 0.1, 0.0], [0.0, 0.0, -0.1], [0.0, 0.0, 0.0], [0.0, 0.0, 0.0], [0.0, 0.0, 0.0], [0.0, 0.1, -0.1], [0.0, 0.0, 0.0], [0.0, 0.0, 0.0], [0.0, 0.0, 0.0], [0.0, 0.0, 0.0], [0.1, 0.0, -0.1], [0.1, 0.0, 0.1], [0.0, 0.0, 0.0], [0.0, 0.1, 0.0], [-0.1, 0.1, -0.1], [-0.3, 0.1, 0.0], [0.0, -0.1, 0.0], [-0.2, -0.1, -0.6], [-0.1, 0.1, 0.0], [0.0, 0.0, 0.0], [0.1, -0.4, -0.3], [0.0, 0.0, 0.1], [0.0, 0.0, 0.0], [0.0, 0.0, 0.0], [0.1, 0.1, -0.1], [0.0, 0.0, -0.1], [0.0, 0.0, 0.1], [0.0, 0.0, 0.0], [0.1, 0.0, 0.0], [0.0, 0.0, 0.0], [-0.1, -0.1, -0.3], [0.0, 0.0, 0.1], [0.3, -0.2, 0.0], [0.0, 0.0, 0.0], [-0.1, 0.3, 0.5], [0.0, 0.0, 0.0], [0.0, 0.0, 0.0], [0.0, 0.0, 0.0], [0.0, 0.0, 0.0], [0.0, 0.0, 0.0], [0.0, 0.0, -0.1], [0.1, 0.0, 0.1], [-0.1, 0.2, 0.0], [0.0, 0.0, 0.0], [0.0, 0.1, 0.6], [0.0, 0.0, -0.1], [-0.1, 0.0, -0.1], [-0.4, 0.2, -0.1], [-0.1, -0.1, 0.1]],
  "lowdin_spin": [0.013, 0.001, 0.000, 0.014, 0.000, 0.000, 0.009, 0.000, 0.000, 0.000, 0.000, 0.195, -0.002, 0.000, 0.006, 0.014, 0.001, 0.000, 0.000, 0.004, 0.160, 0.000, 0.000, 0.005, 0.014, 0.000, 0.000, -0.010, 0.001, 0.000, 0.000, 0.004, 0.001, 0.000, 0.000, 0.002, 0.001, 0.000, 0.000, 0.001, 0.017, 0.000, 0.122, 0.164, 0.001, 0.000, 0.002, 0.002, 0.014, 0.000, 0.000, 0.000, 0.001, -0.003, 0.001, 0.001, 1.058, 0.000, 0.000, -0.001, 0.010, 0.000, 0.000, 0.000, -0.010, 0.000, 0.004, 0.000, 0.000, 0.006, 0.177]
}